DFT (wB97M-V/def2-TZVPD) results for C38H36B2ClF4N4O4P2Sr as an isolated structure at a distorted geometry.

The total charge is -1. The calculation puts the total energy at -3612.579609 a.u. The lowest unoccupied orbital energy comes out at 0.0840 Ha. As for the HOMO-LUMO gap: 8.61 eV.

```
92
Properties=species:S:1:pos:R:3:forces:R:3
Sr -1.444552 -0.427253 -0.886459 1.161 -0.186 0.996
C 0.684903 3.076781 -0.278636 -0.051 -0.103 -0.159
C 1.450105 3.761836 0.856656 -0.005 0.227 -0.071
P 2.443660 2.514992 1.770006 0.064 -0.270 0.285
C 3.652066 2.023804 0.502177 0.309 0.196 -0.078
C 3.880124 0.668808 0.291453 -0.166 -0.105 0.031
C 4.810846 0.244785 -0.651131 -0.081 0.038 0.085
C 5.521523 1.173887 -1.385819 -0.006 0.124 -0.010
C 5.303213 2.535447 -1.188905 -0.036 -0.193 0.008
C 4.375063 2.952154 -0.253915 -0.021 -0.047 0.038
C 3.407464 3.617203 2.874401 -0.020 -0.037 -0.041
C 4.792240 3.551862 2.989095 0.119 0.001 -0.016
C 5.468659 4.347014 3.905440 -0.059 -0.027 -0.027
C 4.770963 5.220388 4.724513 -0.043 0.005 -0.006
C 3.386347 5.285119 4.631168 0.067 -0.062 -0.053
C 2.714226 4.483964 3.721684 -0.016 0.046 0.035
P -1.147560 2.782798 -0.095121 0.073 0.126 0.065
C -1.469576 3.038218 1.688909 -0.323 0.023 -0.183
C -2.475830 3.874910 2.167988 0.040 0.069 0.052
C -2.776173 3.916408 3.522845 0.047 -0.020 -0.028
C -2.083132 3.114151 4.417914 0.003 -0.003 -0.034
C -1.100022 2.255884 3.944715 -0.067 0.082 -0.012
C -0.811717 2.213693 2.590916 0.054 -0.241 0.165
C -1.786373 4.350672 -0.813735 0.013 0.000 0.116
C -1.402614 5.590564 -0.292034 0.056 -0.016 -0.088
C -1.839147 6.770639 -0.865929 -0.050 -0.011 -0.047
C -2.675705 6.734383 -1.976987 0.042 -0.010 0.057
C -3.066257 5.515435 -2.499563 0.013 -0.077 0.047
C -2.626472 4.328381 -1.919198 -0.050 0.114 -0.022
H 1.147549 2.116212 -0.542609 -0.114 0.117 0.046
H 0.747566 3.678903 -1.187768 0.036 -0.070 -0.029
H 0.780542 4.246593 1.570726 0.028 -0.042 -0.024
H 2.104706 4.539851 0.460408 0.032 0.029 -0.002
H 3.291040 -0.062422 0.838334 0.048 0.023 -0.021
H 4.953099 -0.811061 -0.824667 -0.005 -0.078 -0.041
H 6.225681 0.841406 -2.134245 0.043 -0.015 -0.066
H 5.843423 3.264065 -1.776636 0.042 0.039 -0.039
H 4.214178 4.011700 -0.107473 -0.025 0.099 0.043
H 5.352695 2.879049 2.351656 -0.009 0.003 -0.003
H 6.545806 4.280678 3.972604 0.064 0.009 0.014
H 5.299411 5.843606 5.432720 0.023 0.028 0.038
H 2.826927 5.954209 5.270022 -0.025 0.045 0.045
H 1.632748 4.529554 3.680821 -0.063 -0.007 -0.016
H -3.034686 4.498495 1.483679 -0.008 0.015 -0.016
H -3.559667 4.576285 3.870941 -0.030 0.005 0.042
H -2.322857 3.138748 5.472296 -0.004 0.017 0.042
H -0.569468 1.604141 4.624004 0.043 -0.054 0.054
H -0.070326 1.511059 2.236162 0.040 -0.054 -0.005
H -0.754598 5.635221 0.572558 0.039 -0.023 0.065
H -1.530847 7.719447 -0.447669 0.019 0.038 0.014
H -3.018049 7.655034 -2.428884 -0.016 0.054 -0.024
H -3.715111 5.475459 -3.363140 -0.033 -0.005 -0.046
H -2.937857 3.389020 -2.343361 -0.020 -0.155 0.008
C 1.051699 -5.010682 -4.145385 0.025 -0.056 0.008
C 0.402854 -3.788476 -4.114873 -0.017 0.010 0.244
C 0.135129 -3.188034 -2.889125 0.015 -0.082 -0.449
C 0.540070 -3.802134 -1.725389 -0.585 1.082 0.985
C 1.185015 -5.020675 -1.738236 0.193 -0.453 -0.128
C 1.437462 -5.627945 -2.958603 -0.035 0.097 0.028
N 0.228705 -3.075360 -0.456717 1.289 -1.555 -0.199
N 0.894027 -3.577293 0.470296 -1.442 1.366 0.846
C 0.624891 -2.923257 1.796144 0.687 -0.755 -2.149
C -0.000696 -3.674600 2.763018 -0.146 -0.049 0.349
C -0.106932 -3.108019 4.014755 -0.002 -0.016 0.051
C 0.447245 -1.851638 4.228103 0.016 0.061 0.025
C 1.057153 -1.200828 3.172548 -0.095 -0.225 -0.396
N 1.141491 -1.730048 1.938330 0.098 0.479 0.695
H 1.258900 -5.487391 -5.094488 0.027 -0.019 -0.014
H 0.111704 -3.290035 -5.027398 -0.015 0.025 -0.046
H -0.353873 -2.230993 -2.870326 -0.024 0.068 -0.002
H 1.481383 -5.483078 -0.806047 -0.010 0.020 -0.075
H 1.942442 -6.583362 -2.987029 0.019 -0.060 0.002
H -0.413425 -4.640036 2.523407 -0.013 -0.112 -0.013
H -0.604050 -3.641137 4.814573 -0.019 0.035 0.015
H 0.410592 -1.381046 5.199287 -0.021 0.023 0.068
H 1.508008 -0.227022 3.296019 0.032 0.189 0.011
O -3.248949 0.756879 -1.947748 0.483 0.245 -2.188
Cl -2.455714 0.676192 -3.239022 -0.175 -0.386 0.662
O -1.311305 1.565936 -3.102488 -0.992 -0.592 -0.299
O -3.283851 0.976158 -4.356849 0.360 -0.081 0.337
O -1.930564 -0.726579 -3.289236 -0.896 1.542 -0.494
F -4.201219 -1.351658 1.436764 -0.362 0.179 0.086
B -2.988280 -1.876210 1.128587 0.095 0.161 -0.259
F -1.956739 -0.833056 1.352090 -0.491 -0.587 0.336
F -2.928781 -2.158127 -0.308707 -0.188 -0.120 0.702
F -2.667714 -2.995944 1.824070 0.146 -0.363 0.233
B 2.651575 -0.197679 -3.642790 -0.207 -0.016 0.250
C 1.622520 -0.259167 -2.402797 0.584 0.009 -0.562
N 0.879265 -0.326281 -1.519247 0.605 0.276 -0.051
H 3.201000 0.891982 -3.597844 -0.064 -0.130 -0.003
H 1.997443 -0.330740 -4.666797 0.050 0.014 0.180
H 3.448519 -1.115334 -3.501019 -0.100 0.121 0.028
```
Forces are in eV/Å.

Löwdin analysis output, partial charges in e:
1. Sr 1.48
2. C -0.37
3. C -0.40
4. P 1.07
5. C -0.40
6. C -0.10
7. C -0.08
8. C -0.08
9. C -0.08
10. C -0.10
11. C -0.37
12. C -0.09
13. C -0.09
14. C -0.11
15. C -0.10
16. C -0.11
17. P 1.07
18. C -0.38
19. C -0.09
20. C -0.09
21. C -0.09
22. C -0.08
23. C -0.14
24. C -0.36
25. C -0.11
26. C -0.09
27. C -0.10
28. C -0.08
29. C -0.08
30. H 0.04
31. H 0.09
32. H 0.05
33. H 0.08
34. H 0.09
35. H 0.11
36. H 0.10
37. H 0.10
38. H 0.10
39. H 0.10
40. H 0.10
41. H 0.09
42. H 0.10
43. H 0.09
44. H 0.10
45. H 0.10
46. H 0.10
47. H 0.10
48. H 0.06
49. H 0.10
50. H 0.10
51. H 0.10
52. H 0.10
53. H 0.08
54. C -0.09
55. C -0.05
56. C -0.03
57. C -0.22
58. C -0.04
59. C -0.09
60. N 0.10
61. N 0.09
62. C -0.31
63. C -0.03
64. C -0.06
65. C -0.07
66. C -0.14
67. N 0.14
68. H 0.10
69. H 0.11
70. H 0.06
71. H 0.10
72. H 0.10
73. H 0.12
74. H 0.11
75. H 0.10
76. H 0.08
77. O -0.50
78. Cl 0.68
79. O -0.36
80. O -0.28
81. O -0.47
82. F 0.18
83. B -1.23
84. F -0.09
85. F -0.06
86. F 0.18
87. B -0.44
88. C -0.23
89. N -0.04
90. H -0.01
91. H 0.00
92. H 0.00



DFT (wB97M-V/def2-TZVPD) results for C38H36B2N12O4Sc as an isolated structure at a distorted geometry.

The total charge is -1. The calculation puts the total energy at -3238.273376 a.u. The lowest unoccupied orbital energy comes out at 0.0837 Ha. As for the HOMO-LUMO gap: 5.65 eV.

```
93
Properties=species:S:1:pos:R:3:forces:R:3
Sc 0.274959 -1.282009 0.509995 -0.176 -1.497 -1.701
C 3.243735 -4.637703 1.481800 2.146 0.200 1.306
C 2.289104 -4.107721 0.615335 -0.303 0.070 0.348
N 2.110232 -2.808763 0.854477 0.127 0.281 1.375
N 2.967194 -2.466210 1.896675 -0.176 -0.673 -0.942
C 3.730210 -3.525047 2.258708 -1.013 -1.531 -1.405
B 2.777522 -1.164857 2.636005 0.963 1.997 0.941
N 1.388760 -1.139957 3.440657 0.715 -0.290 1.378
C 1.175696 -1.145618 4.798986 -1.745 -0.466 -1.272
C -0.166318 -1.616944 5.012436 1.198 0.605 -0.706
C -0.617427 -1.930098 3.712241 0.585 1.283 0.036
N 0.296136 -1.555979 2.796079 -0.496 -0.809 0.129
N 2.792954 0.077427 1.657580 -0.576 0.650 -2.030
C 3.759430 1.018708 1.448909 0.234 -1.411 0.585
C 3.604847 1.614887 0.204272 -0.617 -1.239 0.911
C 2.511578 0.983012 -0.366532 -2.652 -0.492 1.239
N 1.924266 0.111331 0.515378 3.139 0.807 0.727
H 3.663856 -5.677882 1.560606 -0.669 1.369 -0.338
H 1.662100 -4.623158 -0.110089 0.174 0.337 0.076
H 4.622828 -3.468629 2.914833 -1.167 0.131 -0.323
H 3.737004 -0.988499 3.433195 -0.966 -0.226 -0.517
H 1.943345 -0.792807 5.472409 -0.106 -0.138 -0.074
H -0.797670 -1.572000 5.909960 0.733 -0.357 -0.433
H -1.569769 -2.289153 3.367339 -0.163 -0.059 0.046
H 4.604429 1.065204 2.164292 -0.877 0.232 -0.495
H 4.130652 2.427636 -0.183729 0.815 0.915 -0.569
H 1.889809 1.235018 -1.235512 0.799 -0.190 0.214
C 3.793483 7.521018 -1.372913 -0.335 0.359 1.547
C 2.823230 6.346648 -1.142795 1.881 0.672 -1.157
C 1.915455 6.096505 -2.195343 0.037 0.384 1.526
C 0.901235 5.190620 -1.945506 0.642 -0.064 -1.383
C 0.995040 4.248144 -0.903398 -0.534 -0.731 0.857
N 0.254699 3.103571 -0.852563 0.337 0.496 1.703
C -0.254703 2.441765 -1.852894 -1.297 -0.038 -2.267
C 0.126690 2.673345 -3.266046 -0.826 -0.735 0.660
C -0.687083 2.248605 -4.280542 -1.208 0.103 -0.828
C -1.841394 1.442741 -4.057643 1.583 0.198 -0.426
C -2.752097 1.190984 -5.193465 -0.750 -0.096 -1.875
C -2.045847 0.949718 -2.797757 -0.662 0.274 0.400
C -1.366624 1.493620 -1.688140 0.939 0.034 -1.458
N -1.907354 1.218740 -0.410156 0.496 -1.432 2.071
C -2.869708 1.924602 0.217820 1.110 0.596 -0.065
C -2.716420 1.829302 1.589559 -1.060 0.246 -0.167
C -1.735275 0.877957 1.734614 1.598 -1.236 0.438
N -1.212150 0.411290 0.552453 -1.850 2.896 0.760
C 1.858861 4.586578 0.204752 1.428 1.801 -2.180
C 2.905225 5.569937 0.006092 -2.586 -0.956 -0.527
N 1.684264 4.095767 1.477210 0.244 -2.533 2.185
C 2.515381 4.246604 2.581304 -0.616 0.409 0.156
C 1.867911 3.692196 3.663187 -0.909 -0.750 -1.165
C 0.704794 3.044215 3.096851 1.243 1.395 -0.921
N 0.623351 3.270548 1.785603 0.705 0.948 1.124
H 3.639945 8.301058 -0.535349 0.415 -1.107 -1.206
H 4.856998 7.225191 -1.393864 -0.369 0.152 0.055
H 3.535078 8.021464 -2.303615 0.144 0.017 -0.066
H 2.077100 6.639800 -3.142864 -0.677 -0.146 0.654
H 0.114936 5.085293 -2.691541 0.200 -0.278 0.222
H 0.984443 3.273174 -3.519133 0.105 0.085 0.251
H -0.617615 2.612466 -5.346696 0.610 -0.409 1.235
H -3.463776 2.025739 -5.291024 -0.324 -0.275 0.385
H -2.291035 1.263299 -6.226483 0.084 -0.532 1.226
H -3.311566 0.231982 -5.133289 0.340 0.624 0.014
H -2.870649 0.222499 -2.675631 0.520 0.471 0.321
H -3.548077 2.549489 -0.328278 0.122 0.183 -0.354
H -3.253265 2.421434 2.358532 0.470 -0.830 -0.706
H -1.352941 0.553068 2.725347 -0.163 -0.120 -1.096
H 3.685175 5.697767 0.747366 -0.235 0.350 -0.005
H 3.495196 4.746342 2.613874 -0.905 -0.124 -0.416
H 2.140887 3.790349 4.690053 0.271 -0.243 0.331
H -0.101276 2.499015 3.534713 -0.123 -0.276 0.445
B 0.007569 -2.399872 -4.222578 -0.497 -1.143 1.066
C 0.431796 -2.018141 -2.767750 0.778 0.467 1.610
N 0.706066 -1.641682 -1.692091 -0.690 -0.192 -0.448
H -0.450330 -3.558085 -4.169896 0.017 0.668 -0.068
H -0.774550 -1.529622 -4.370837 -0.764 0.377 -0.665
H 0.935597 -2.356883 -4.922589 0.876 0.188 -0.710
O -0.538059 -4.621597 -0.779237 -1.508 1.399 0.969
C -1.383697 -3.925570 -0.167875 2.252 -0.996 0.000
O -1.098623 -2.764249 0.343860 -0.433 0.141 0.192
C -2.734034 -4.537663 0.120378 -1.081 1.798 0.244
C -3.782125 -3.982527 0.931505 1.731 -0.821 -0.935
C -4.949668 -4.701087 1.138740 -0.453 -0.296 -0.796
C -5.106086 -5.861499 0.380537 0.043 0.885 0.017
O -6.171899 -6.729607 0.464151 1.253 -0.577 -0.457
C -5.648019 -7.958324 -0.153081 0.342 0.965 1.430
O -4.429616 -7.625119 -0.821598 -0.692 -0.338 -0.796
C -4.125661 -6.305152 -0.525848 -1.553 -1.144 2.506
C -2.918704 -5.699983 -0.590869 1.433 -0.774 -0.650
H -3.631182 -3.033905 1.409132 0.137 0.265 0.182
H -5.739438 -4.335845 1.793746 0.200 -0.192 -0.118
H -6.442067 -8.262663 -0.810398 0.038 -0.548 -0.508
H -5.423237 -8.686524 0.678577 -0.240 0.486 -0.909
H -1.983976 -6.079019 -1.064721 -1.209 0.100 0.040
```
Forces are in eV/Å.

Löwdin analysis output, partial charges in e:
1. Sc 1.02
2. C -0.06
3. C -0.13
4. N 0.01
5. N -0.04
6. C -0.05
7. B -0.51
8. N -0.03
9. C -0.04
10. C -0.04
11. C -0.13
12. N -0.05
13. N 0.00
14. C -0.08
15. C -0.05
16. C -0.09
17. N -0.04
18. H 0.10
19. H 0.11
20. H 0.13
21. H 0.12
22. H 0.11
23. H 0.09
24. H 0.11
25. H 0.13
26. H 0.08
27. H 0.11
28. C -0.09
29. C -0.31
30. C -0.07
31. C -0.05
32. C -0.22
33. N 0.07
34. C -0.25
35. C -0.03
36. C -0.06
37. C -0.34
38. C -0.10
39. C -0.01
40. C -0.16
41. N -0.05
42. C -0.04
43. C -0.07
44. C -0.17
45. N 0.03
46. C -0.14
47. C 0.01
48. N -0.08
49. C -0.09
50. C -0.08
51. C -0.15
52. N 0.11
53. H 0.09
54. H 0.07
55. H 0.05
56. H 0.11
57. H 0.11
58. H 0.09
59. H 0.12
60. H 0.07
61. H 0.08
62. H 0.08
63. H 0.13
64. H 0.13
65. H 0.11
66. H 0.10
67. H 0.09
68. H 0.11
69. H 0.07
70. H 0.07
71. B -0.41
72. C -0.19
73. N 0.07
74. H 0.02
75. H -0.01
76. H -0.02
77. O 0.00
78. C -0.51
79. O -0.16
80. C -0.11
81. C -0.01
82. C 0.00
83. C -0.21
84. O 0.00
85. C -0.11
86. O 0.01
87. C -0.17
88. C 0.05
89. H 0.10
90. H 0.12
91. H 0.12
92. H 0.15
93. H 0.15



Values of relative energy (zero: lowest compared OMol25 entry of this formula, charge and spin), in order: 1.241, 1.343, all in eV.
Values of E_HOMO, in order: -0.232, -0.124, all in hartree.